Here is 2 unconnected molecules or ions with the total composition C3H3N3O2 from OMol25. Energies are from wB97M-V/def2-TZVPD.

Properties
Energy above the lowest of the compared OMol25 structures with the same formula, charge and spin ... 120.1 kcal/mol
HOMO-LUMO gap (spin up / spin down) ... 6.22 / 6.22 eV
E ... -11720.7476 eV
Multiplicity ... 1

Last column: Mulliken charge in e.
Cartesian coordinates (Å):
O  -3.8043  0.0423  0.2743  -0.1480
O  -1.0209  -1.1116  -0.0929  -0.8152
N  2.3014  -0.1945  0.0098  -0.6012
N  1.6348  0.9191  -0.1981  0.1703
N  0.3096  0.7903  -0.2629  -0.5409
C  0.0977  -0.5272  -0.0788  0.7252
C  -2.7678  0.5201  0.2161  0.3962
C  1.3903  -1.1318  0.1073  -0.3791
H  -1.8377  1.0497  0.0824  0.5291
H  2.0887  1.8059  -0.3439  0.2242
H  1.6083  -2.1623  0.2866  0.4394

---

Here is C3H3N3O2 in the gas phase from OMol25. Energies are from wB97M-V/def2-TZVPD.

Properties
SMILES ... [H]/N=C\n1ncoc1=O
Energy above the lowest of the compared OMol25 structures with the same formula, charge and spin ... 91.2 kcal/mol
HOMO-LUMO gap ... 10.39 eV
E ... -11722.0027 eV
Multiplicity ... 1

Last column: Mulliken charge in e.
Cartesian coordinates (Å):
O  0.5333  2.1142  -0.0614  -0.5143
O  2.0497  0.3523  0.2889  -0.3201
N  -2.6057  -0.3310  0.2381  -0.4829
N  0.5199  -1.3053  -0.3142  -0.5714
N  -0.1106  0.0409  -0.2088  0.2717
C  -1.6558  0.4319  0.0186  0.0470
C  0.7445  0.9736  -0.1040  0.5478
C  1.7933  -0.9867  0.0247  -0.0005
H  -1.6657  1.4795  -0.4219  0.3023
H  2.5866  -1.5749  0.3444  0.4157
H  -2.1895  -1.1946  0.1956  0.3047

---

Here is C3H3N3O2 in the gas phase from OMol25. Energies are from wB97M-V/def2-TZVPD.

Properties
SMILES ... [H]/N=c1/ncoc(O)n1
Energy above the lowest of the compared OMol25 structures with the same formula, charge and spin ... 86.9 kcal/mol
HOMO-LUMO gap ... 9.68 eV
E ... -11722.1875 eV
Multiplicity ... 1

Last column: Mulliken charge in e.
Cartesian coordinates (Å):
O  2.3085  -1.0380  0.1831  -0.4244
O  1.2445  0.8720  -0.3607  -0.4283
N  -0.0759  -1.0684  0.0135  -0.3436
N  -1.1265  0.9715  0.4194  -0.4285
N  -2.5095  -0.7477  -0.2078  -0.5814
C  0.0716  1.5027  0.0062  0.0584
C  -1.2401  -0.4422  0.1483  0.5631
C  1.0378  -0.6271  -0.0619  0.5652
H  0.1025  2.5868  -0.0854  0.3783
H  -2.5243  -1.8073  -0.2937  0.2628
H  2.7113  -0.2022  0.2390  0.3786

---

Here is C3H3N3O2 in the gas phase from OMol25. Energies are from wB97M-V/def2-TZVPD.

Properties
SMILES ... C=NON=C=NC=O
Energy above the lowest of the compared OMol25 structures with the same formula, charge and spin ... 183.7 kcal/mol
HOMO-LUMO gap ... 8.93 eV
E ... -11717.9893 eV
Multiplicity ... 1

Last column: Mulliken charge in e.
Cartesian coordinates (Å):
O  -3.1443  -0.2485  0.0380  -0.0875
O  1.4096  -0.1382  0.2367  -0.5868
N  -0.0868  -1.8292  0.0385  -0.4159
N  -2.5968  0.9375  0.1847  -0.2531
N  -2.3360  -1.3085  -0.1308  -0.2119
C  -1.3520  0.9677  0.1810  -0.2511
C  1.1161  -1.2972  0.3531  0.1911
C  -1.1321  -1.1493  -0.0262  0.4845
H  -0.3143  0.5632  -0.0976  0.4880
H  -1.1460  2.1133  0.2384  0.2619
H  1.7730  -2.1389  0.5420  0.3809

---

Here is 2 unconnected molecules or ions with the total composition C3H3N3O2 from OMol25. Energies are from wB97M-V/def2-TZVPD.

Properties
Energy above the lowest of the compared OMol25 structures with the same formula, charge and spin ... 86.9 kcal/mol
HOMO-LUMO gap ... 9.94 eV
E ... -11722.1890 eV
Multiplicity ... 1

Last column: Mulliken charge in e.
Cartesian coordinates (Å):
O  0.5226  -2.1117  0.8115  -0.6360
O  2.7829  0.6726  -0.9111  -0.1549
N  -0.7744  0.5934  -0.9233  -0.3363
N  -1.3692  0.7638  0.2270  -0.0169
N  -0.9358  -0.2921  1.1153  -0.0807
C  1.9174  1.1382  -0.3688  0.1519
C  -0.0721  -1.1286  0.3831  0.5237
C  -0.0190  -0.4541  -0.9759  -0.4545
H  0.5722  -0.4294  -1.8864  0.5062
H  -1.4884  1.7462  0.4975  0.2781
H  -1.1361  -0.4982  2.0311  0.2194

---

Here is C3H3N3O2 in the gas phase from OMol25. Energies are from wB97M-V/def2-TZVPD.

Properties
SMILES ... N/N=C1\C=NOC1=O
Energy above the lowest of the compared OMol25 structures with the same formula, charge and spin ... 95.2 kcal/mol
HOMO-LUMO gap ... 8.63 eV
E ... -11721.8278 eV
Multiplicity ... 1

Last column: Mulliken charge in e.
Cartesian coordinates (Å):
O  1.5987  -1.0549  -1.5274  -0.1861
O  -0.5327  -1.7832  -1.8082  -0.5345
N  -1.5982  0.7279  1.2458  -0.4248
N  -1.2485  0.0169  0.2113  -0.1634
N  2.1751  -0.0863  -0.6682  -0.3143
C  1.2890  0.4750  0.0210  -0.4013
C  0.2578  -1.0640  -1.2729  0.4648
C  -0.0255  -0.0486  -0.2734  0.6937
H  -0.9616  0.8233  2.0238  0.2286
H  -2.5840  0.7354  1.3470  0.2537
H  1.6300  1.2586  0.7011  0.3835

---

Here is a molecular structure, C3H3N3O2S2 from OMol25. Energies are from wB97M-V/def2-TZVPD.

Properties
HOMO-LUMO gap ... 8.27 eV
E ... -33386.4931 eV
Multiplicity ... 1

Last column: Mulliken charge in e.
Cartesian coordinates (Å):
S  -0.6076  0.7480  0.9765  0.2813
S  -2.2137  -0.5511  0.9815  -0.1132
O  1.1441  1.8235  1.1845  -0.6206
O  3.2570  1.4030  1.7315  -0.6676
N  0.4671  -0.6242  0.5988  -0.3382
N  2.1344  -0.1564  1.0317  -0.4701
N  2.1739  1.0373  1.3506  1.2211
C  -2.1350  -1.0000  -0.6760  -0.1788
C  -1.0248  -0.6682  -1.4056  -0.4184
C  0.0994  -0.1197  -0.6985  0.3577
H  -3.0011  -1.5106  -1.2061  0.3088
H  -1.1378  -0.7916  -2.5880  0.2437
H  0.8441  0.4101  -1.2808  0.3944

---

Here is 2 unconnected molecules or ions with the total composition C3H3N3O3 from OMol25. Energies are from wB97M-V/def2-TZVPD.

Properties
SMILES ... [H]/N=C(\N)C#[N+][O-].O=C=O
Energy above the lowest of the compared OMol25 structures with the same formula, charge and spin ... 93.0 kcal/mol
HOMO-LUMO gap ... 10.08 eV
E ... -13769.6259 eV
Multiplicity ... 1

Last column: Mulliken charge in e.
Cartesian coordinates (Å):
O  2.5986  -1.6868  0.4327  -0.6351
O  1.8244  1.1250  -1.1842  -0.3122
O  1.0383  1.6052  0.8923  -0.4499
N  -1.5133  0.3579  0.7786  -0.4918
N  1.4623  -1.4207  0.3860  0.4646
N  -1.3321  -0.9791  -1.2416  -0.6029
C  1.4365  1.3874  -0.1578  0.7437
C  0.3350  -1.1317  0.2827  0.5161
C  -0.8830  -0.5350  -0.1210  -0.0331
H  -2.0468  -0.3972  -1.6379  0.2233
H  -0.7633  0.7511  1.3573  0.3308
H  -2.1567  0.9238  0.2126  0.2465

---

Here is C3H3N3O4 in the gas phase from OMol25. Energies are from wB97M-V/def2-TZVPD.

Properties
Energy above the lowest of the compared OMol25 structures with the same formula, charge and spin ... 125.4 kcal/mol
HOMO-LUMO gap (spin up / spin down) ... 7.45 / 7.45 eV
E ... -15812.1960 eV
Multiplicity ... 1

Last column: Mulliken charge in e.
Cartesian coordinates (Å):
O  -1.4121  2.4499  -2.2134  -0.6917
O  0.9039  2.0126  -0.5539  -0.2038
O  2.7733  2.5540  0.4404  -0.4684
O  -1.9715  0.3090  -1.6375  -0.4697
N  1.8615  0.4924  1.0231  -0.0690
N  0.4622  -1.4019  1.2103  -0.3343
N  -1.0851  1.4680  -1.5675  0.7378
C  -0.0583  1.0551  -0.8711  -0.4211
C  1.0016  -0.3783  0.8976  0.4176
C  1.9156  1.7759  0.2451  0.5784
H  0.0864  -2.1639  0.6949  0.3138
H  -2.9051  0.4165  -1.6951  0.3176
H  2.7504  0.1414  1.3262  0.2927

---

Here is C3H3N3OS in the gas phase from OMol25. Energies are from wB97M-V/def2-TZVPD.

Properties
SMILES ... N#C/C=N\S/C=N\O
Energy above the lowest of the compared OMol25 structures with the same formula, charge and spin ... 127.4 kcal/mol
HOMO-LUMO gap ... 8.63 eV
E ... -20507.8531 eV
Multiplicity ... 1

Last column: Mulliken charge in e.
Cartesian coordinates (Å):
S  1.2324  0.6274  0.0956  0.0628
O  0.0338  -1.9870  -1.3120  -0.3745
N  -0.3579  0.1413  0.2370  -0.4101
N  1.0235  -1.2822  -1.9439  -0.2027
N  -0.9146  2.6123  2.4813  -0.3757
C  -1.1761  1.5620  1.9925  0.1149
C  -1.2952  0.3947  1.0649  0.0864
C  1.4748  -0.2247  -1.4508  -0.0116
H  -0.2921  -1.6913  -0.2713  0.4046
H  -2.1757  -0.1798  1.1000  0.3890
H  2.4470  0.0273  -1.9934  0.3168

---

Number 1: strongest force on any atom 3.79 eV/Å. Number 2: strongest force on any atom 6.63 eV/Å. Number 3: strongest force on any atom 7.10 eV/Å. Number 4: strongest force on any atom 5.53 eV/Å. Number 5: strongest force on any atom 5.02 eV/Å. Number 6: strongest force on any atom 2.54 eV/Å. Number 7: strongest force on any atom 5.86 eV/Å. Number 8: strongest force on any atom 3.95 eV/Å. Number 9: strongest force on any atom 6.68 eV/Å. Number 10: strongest force on any atom 4.73 eV/Å.